This record from the OMol25 dataset describes a structure of composition C5H8O2. The level of theory is the ωB97M-V functional and the def2-TZVPD basis.

XYZ file:
```
15
Properties=species:S:1:pos:R:3:lowdin_charge:R:1
C -0.46 -1.81 0.46 -0.119
C 1.07 -1.22 0.34 -0.031
C 0.70 0.13 -0.41 -0.337
C -0.50 1.74 -0.56 -0.009
C -0.54 0.45 0.29 -0.334
H -0.67 -2.26 1.53 0.147
H -0.64 -2.59 -0.19 0.075
H 1.86 -1.82 -0.11 0.100
H 1.41 -0.95 1.31 0.083
H 0.44 -0.09 -1.51 0.172
H -0.55 2.74 -0.05 0.130
H -0.83 1.68 -1.56 0.101
H -0.13 0.86 1.29 0.188
O 1.04 1.52 -0.54 -0.094
O -1.35 -0.68 0.36 -0.073
```

Kohn-Sham gap in eV: 10.886
Net charge: 0
E_LUMO in eV: 1.1

This record from the OMol25 dataset describes an isolated molecule of C5H8O2. The level of theory is the ωB97M-V functional and the def2-TZVPD basis.

XYZ file:
```
15
Properties=species:S:1:pos:R:3:lowdin_charge:R:1
O 1.59 0.83 -2.45 0.053
C 1.73 0.46 -1.31 -0.282
C 0.74 -0.34 -0.55 -0.255
C -0.75 -0.39 -0.96 -0.072
C -1.18 -0.24 0.52 -0.362
O -2.11 0.76 0.85 -0.025
C 0.31 -0.03 0.92 -0.057
H 2.71 0.47 -0.77 0.132
H 1.39 -1.23 -0.85 0.170
H -1.08 0.43 -1.59 0.122
H -1.04 -1.33 -1.43 0.112
H -1.62 -1.15 0.95 0.145
H -1.88 1.58 0.37 0.093
H 0.47 1.01 1.24 0.119
H 0.69 -0.69 1.71 0.106
```

Kohn-Sham gap in eV: 10.525
Net charge: 0
SMILES: O=C[C@H]1C[C@@H](O)C1
E_LUMO in eV: 0.7

This record from the OMol25 dataset describes a cluster of 2 separate species, C5H8O2 in total. The level of theory is the ωB97M-V functional and the def2-TZVPD basis.

XYZ file:
```
15
Properties=species:S:1:pos:R:3:lowdin_charge:R:1
O -1.70 1.92 0.05 -0.071
C -0.38 1.49 -0.19 -0.289
C -0.04 0.41 0.83 -0.210
C -0.51 -0.96 0.43 -0.201
C 0.20 -2.07 0.59 -0.029
C 2.25 -0.61 -1.50 0.014
O 1.99 -1.21 -2.44 0.033
H -1.90 2.65 -0.55 0.086
H 0.34 2.33 -0.09 0.116
H -0.28 1.09 -1.21 0.108
H 1.04 0.38 1.00 0.100
H -0.51 0.71 1.77 0.120
H -1.51 -1.01 -0.03 0.109
H -0.17 -3.05 0.29 0.054
H 1.18 -2.04 1.05 0.059
```

Kohn-Sham gap in eV: 10.603
Net charge: 0
E_LUMO in eV: 0.9

This record from the OMol25 dataset describes a cluster of 2 separate species, C5H8O2 in total. The level of theory is the ωB97M-V functional and the def2-TZVPD basis.

XYZ file:
```
15
Properties=species:S:1:pos:R:3:lowdin_charge:R:1
C 1.54 -0.54 0.99 -0.024
C 0.75 0.07 -0.08 -0.262
C 0.33 1.20 -0.65 -0.067
C 0.56 -0.01 -1.54 -0.076
H 1.20 -1.54 1.18 0.077
H 1.53 0.03 1.92 0.091
H 2.56 -0.60 0.64 0.094
H 0.59 2.23 -0.60 0.113
H 1.47 -0.10 -2.15 0.095
H -0.31 -0.50 -1.97 0.092
O -1.29 -1.09 0.80 0.012
C -2.25 -0.35 0.65 -0.402
O -2.26 0.77 -0.01 0.026
H -3.23 -0.58 1.10 0.132
H -1.20 1.00 -0.28 0.101
```

Kohn-Sham gap in eV: 10.013
Net charge: 0
SMILES: CC1=CC1.O=CO
E_LUMO in eV: 0.8

This record from the OMol25 dataset describes a structure of composition C5H8O2. The level of theory is the ωB97M-V functional and the def2-TZVPD basis.

XYZ file:
```
15
Properties=species:S:1:pos:R:3:lowdin_charge:R:1
C -1.36 1.19 -0.32 -0.022
C -0.27 0.20 -0.03 -0.315
C -0.04 -0.47 1.32 -0.098
O 1.40 -0.43 1.18 -0.061
C 1.24 0.28 -0.03 -0.175
C 0.55 -0.56 -1.03 -0.247
O 0.59 -1.96 -1.05 0.015
H -1.40 1.97 0.44 0.081
H -1.19 1.66 -1.29 0.083
H -2.33 0.68 -0.36 0.084
H -0.40 -1.50 1.46 0.125
H -0.34 0.16 2.16 0.130
H 1.90 1.13 -0.24 0.156
H 0.69 -0.12 -2.01 0.153
H 0.95 -2.23 -0.20 0.090
```

Kohn-Sham gap in eV: 10.208
Net charge: 0
E_LUMO in eV: 0.9

This record from the OMol25 dataset describes an isolated molecule of C5H8O2. The level of theory is the ωB97M-V functional and the def2-TZVPD basis.

XYZ file:
```
15
Properties=species:S:1:pos:R:3:lowdin_charge:R:1
C -0.26 1.48 -0.25 -0.004
C -0.17 0.04 0.23 -0.506
O 1.13 -0.22 0.76 0.018
C 2.14 -0.27 -0.12 -0.332
O 2.08 -0.32 -1.32 0.086
C -0.86 -1.07 -0.47 -0.063
C -1.29 -0.67 0.92 -0.052
H 0.11 1.61 -1.26 0.085
H 0.36 2.06 0.43 0.091
H -1.27 1.89 -0.25 0.088
H 3.09 -0.26 0.43 0.144
H -1.49 -0.80 -1.31 0.114
H -0.29 -1.99 -0.57 0.114
H -2.23 -0.13 1.04 0.107
H -1.03 -1.33 1.74 0.109
```

Kohn-Sham gap in eV: 11.339
Net charge: 0
SMILES: CC1(OC=O)CC1
E_LUMO in eV: 1.0

This record from the OMol25 dataset describes an isolated molecule of C5H8O2. The level of theory is the ωB97M-V functional and the def2-TZVPD basis.

XYZ file:
```
15
Properties=species:S:1:pos:R:3:lowdin_charge:R:1
C 1.73 -0.60 0.32 -0.046
C 0.41 0.11 0.56 -0.240
C -1.03 -0.54 0.37 -0.261
O -1.14 -1.59 -0.54 -0.012
C -1.43 0.81 -0.29 -0.168
O -0.73 0.74 -1.53 -0.019
C -0.03 1.23 -0.35 -0.172
H 2.43 0.14 -0.10 0.078
H 1.65 -1.43 -0.38 0.079
H 2.19 -0.96 1.24 0.074
H 0.39 0.55 1.57 0.145
H -1.53 -0.84 1.29 0.148
H -0.98 -1.17 -1.40 0.096
H -2.35 1.37 -0.24 0.148
H 0.43 2.20 -0.52 0.149
```

Kohn-Sham gap in eV: 10.745
Net charge: 0
SMILES: C[C@@H]1[C@H](O)[C@@H]2O[C@H]12
E_LUMO in eV: 1.0

This record from the OMol25 dataset describes an isolated molecule of C5H8O2. The level of theory is the ωB97M-V functional and the def2-TZVPD basis.

XYZ file:
```
15
Properties=species:S:1:pos:R:3:lowdin_charge:R:1
O -1.55 1.04 -1.26 -0.018
C -0.35 0.89 -0.53 -0.334
C -0.58 0.39 0.92 -0.081
C 0.18 -0.95 0.85 -0.385
C 1.69 -0.75 0.69 0.144
C 0.44 -0.30 -1.09 -0.164
O -0.15 -1.42 -0.48 -0.085
H -2.00 0.19 -1.24 0.101
H 0.18 1.84 -0.60 0.153
H -0.19 1.05 1.69 0.115
H -1.66 0.26 1.10 0.120
H -0.07 -1.69 1.61 0.148
H 1.97 0.21 1.19 0.041
H 1.58 -0.36 -0.70 0.090
H 0.51 -0.38 -2.17 0.156
```

Kohn-Sham gap in eV: 8.493
Net charge: 0
E_LUMO in eV: -0.1

This record from the OMol25 dataset describes a cluster of 2 separate species, C5H8O2 in total. The level of theory is the ωB97M-V functional and the def2-TZVPD basis.

XYZ file:
```
15
Properties=species:S:1:pos:R:3:lowdin_charge:R:1
C -1.09 1.37 0.74 0.039
C 0.17 1.08 0.46 -0.338
C 1.28 1.13 -0.50 -0.103
C 1.45 0.50 0.88 -0.103
H -1.52 1.10 1.70 0.066
H -1.72 1.89 0.03 0.063
H 1.77 2.08 -0.69 0.101
H 1.25 0.46 -1.35 0.093
H 1.53 -0.59 0.93 0.092
H 2.04 1.03 1.62 0.102
O -2.11 -2.28 0.12 0.067
C -1.46 -1.62 -0.64 -0.398
O -0.16 -1.84 -0.92 0.058
H -1.82 -0.76 -1.22 0.138
H 0.10 -2.61 -0.38 0.125
```

Kohn-Sham gap in eV: 10.617
Net charge: 0
SMILES: C=C1CC1.O=CO
E_LUMO in eV: 0.8

This record from the OMol25 dataset describes a structure of composition C5H8O2. The level of theory is the ωB97M-V functional and the def2-TZVPD basis.

XYZ file:
```
15
Properties=species:S:1:pos:R:3:lowdin_charge:R:1
O -1.77 1.23 -0.68 -0.010
C -0.99 0.12 -0.32 -0.336
C 0.25 0.01 -1.24 -0.061
C 1.32 0.06 -0.13 -0.274
C 0.77 -0.92 0.92 -0.043
C -0.23 0.24 1.01 -0.248
O 0.85 1.16 0.70 -0.048
H -2.58 1.18 -0.16 0.096
H -1.63 -0.78 -0.28 0.150
H 0.29 -0.90 -1.84 0.117
H 0.32 0.88 -1.89 0.124
H 2.37 0.13 -0.40 0.148
H 0.42 -1.90 0.58 0.116
H 1.40 -1.00 1.81 0.116
H -0.79 0.50 1.91 0.153
```

Kohn-Sham gap in eV: 10.408
Net charge: 0
E_LUMO in eV: 0.9

This record from the OMol25 dataset describes a structure of composition C5H8O2. The level of theory is the ωB97M-V functional and the def2-TZVPD basis.

XYZ file:
```
15
Properties=species:S:1:pos:R:3:lowdin_charge:R:1
C -0.63 -1.88 0.81 -0.085
C 0.08 -0.59 0.88 -0.194
C 0.99 -0.19 -0.01 -0.053
O 0.98 0.95 -1.84 -0.115
C 0.94 1.22 -0.49 -0.403
C -0.54 1.49 -0.17 -0.141
O -1.26 1.50 -1.18 0.057
H 0.05 -2.69 0.55 0.083
H -1.39 -1.84 0.01 0.087
H -1.15 -2.13 1.73 0.070
H 0.13 -0.01 1.80 0.118
H 1.41 -0.89 -0.73 0.124
H 1.58 2.02 -0.13 0.148
H -0.96 1.90 0.75 0.148
H -0.24 1.14 -1.97 0.156
```

Kohn-Sham gap in eV: 9.596
Net charge: 0
E_LUMO in eV: 0.5

This record from the OMol25 dataset describes an isolated molecule of C5H8O2. The level of theory is the ωB97M-V functional and the def2-TZVPD basis.

XYZ file:
```
15
Properties=species:S:1:pos:R:3:lowdin_charge:R:1
C -0.20 1.36 -0.22 -0.074
C -0.28 -0.07 0.20 -0.512
C -0.93 -1.20 -0.52 -0.070
C -1.36 -0.84 0.89 -0.066
O 1.04 -0.36 0.78 0.046
C 1.95 0.40 0.24 -0.175
O 2.24 0.63 -1.02 0.093
H -0.76 1.57 -1.13 0.038
H 1.36 0.94 -1.37 0.104
H -0.52 2.04 0.57 0.034
H -1.59 -0.95 -1.35 0.105
H -0.38 -2.12 -0.65 0.106
H -2.30 -0.33 1.03 0.108
H -1.09 -1.54 1.67 0.104
H 2.82 0.48 0.88 0.158
```

Kohn-Sham gap (alpha / beta) in eV: 7.228 / 7.233
Net charge: 0
E_LUMO (alpha / beta) in eV: 0.0 / 0.0

This record from the OMol25 dataset describes an isolated molecule of C5H8O2. The level of theory is the ωB97M-V functional and the def2-TZVPD basis.

XYZ file:
```
15
Properties=species:S:1:pos:R:3:lowdin_charge:R:1
C -0.11 0.34 1.80 -0.021
C 0.74 -0.34 0.76 -0.283
O 0.25 -1.45 0.08 -0.090
C -0.43 -1.27 -1.18 -0.300
C -0.21 -0.05 -1.95 0.111
O -0.90 1.13 -0.38 -0.045
C 0.18 1.05 0.53 -0.289
H -1.13 -0.03 1.91 0.125
H 0.35 0.68 2.72 0.108
H 1.80 -0.41 0.96 0.148
H -1.49 -1.46 -1.02 0.117
H -0.05 -2.05 -1.87 0.133
H 0.82 0.29 -1.71 0.043
H -0.69 1.64 -1.18 0.090
H 0.86 1.91 0.52 0.152
```

Kohn-Sham gap in eV: 9.412
Net charge: 0
E_LUMO in eV: 0.6

This record from the OMol25 dataset describes a cluster of 2 separate species, C5H8O2 in total. The level of theory is the ωB97M-V functional and the def2-TZVPD basis.

XYZ file:
```
15
Properties=species:S:1:pos:R:3:lowdin_charge:R:1
C -0.76 1.48 -0.68 0.020
C -1.03 0.27 -0.23 -0.327
C -1.24 -1.15 -0.52 -0.094
C -1.42 -0.59 0.89 -0.094
H -0.56 1.66 -1.73 0.073
H -0.77 2.34 -0.01 0.073
H -2.13 -1.43 -1.08 0.104
H -0.37 -1.78 -0.68 0.095
H -2.43 -0.49 1.29 0.104
H -0.66 -0.87 1.62 0.095
O 1.71 -1.04 0.63 0.054
C 2.52 -0.18 0.38 -0.378
O 2.26 1.01 -0.15 0.072
H 3.60 -0.29 0.55 0.139
H 1.28 1.06 -0.28 0.064
```

Kohn-Sham gap in eV: 11.046
Net charge: 0
SMILES: C=C1CC1.O=CO
E_LUMO in eV: 1.0

This record from the OMol25 dataset describes an isolated molecule of C5H8O2. The level of theory is the ωB97M-V functional and the def2-TZVPD basis.

XYZ file:
```
15
Properties=species:S:1:pos:R:3:lowdin_charge:R:1
C 0.03 -1.26 0.91 0.004
C -0.10 0.09 0.22 -0.499
O -1.20 0.17 -0.69 0.020
C -1.06 -0.48 -1.85 -0.337
O -0.09 -1.08 -2.22 0.085
C 1.10 0.93 -0.09 -0.060
C 0.12 1.36 0.98 -0.061
H 1.03 -1.68 0.75 0.090
H -0.70 -1.94 0.46 0.085
H -0.18 -1.19 1.98 0.086
H -2.00 -0.40 -2.42 0.147
H 2.06 0.52 0.19 0.111
H 1.10 1.50 -1.02 0.114
H 0.42 1.26 2.02 0.106
H -0.52 2.20 0.77 0.110
```

Kohn-Sham gap in eV: 11.369
Net charge: 0
SMILES: CC1(OC=O)CC1
E_LUMO in eV: 1.0

This record from the OMol25 dataset describes a structure of composition C5H8O2. The level of theory is the ωB97M-V functional and the def2-TZVPD basis.

XYZ file:
```
15
Properties=species:S:1:pos:R:3:lowdin_charge:R:1
C -1.20 -2.09 -0.76 -0.068
C -0.46 -0.96 -0.09 -0.178
O -1.13 -0.38 0.84 0.017
C 0.02 0.82 0.36 -0.474
O -0.74 1.92 0.67 0.052
C 1.09 1.17 -0.64 -0.058
C 1.43 0.76 0.81 -0.061
H -2.12 -2.35 -0.24 0.074
H -1.43 -1.77 -1.79 0.081
H -0.54 -2.96 -0.85 0.071
H -1.07 1.79 1.57 0.119
H 1.18 2.22 -0.89 0.108
H 1.34 0.46 -1.42 0.100
H 1.91 -0.19 0.95 0.104
H 1.74 1.56 1.48 0.112
```

Kohn-Sham gap in eV: 8.588
Net charge: 0
E_LUMO in eV: 1.0

This record from the OMol25 dataset describes a cluster of 2 separate species, C5H8O2 in total. The level of theory is the ωB97M-V functional and the def2-TZVPD basis.

XYZ file:
```
15
Properties=species:S:1:pos:R:3:lowdin_charge:R:1
O 1.71 -0.39 -1.08 -0.038
C 1.85 0.84 -1.14 -0.336
C 1.01 1.74 -0.45 0.114
C -0.76 -1.58 -0.60 0.056
C -1.42 -1.20 0.49 -0.076
C -0.85 -0.18 1.49 -0.367
O -1.80 0.36 2.20 -0.035
H 2.71 1.24 -1.68 0.114
H -0.01 1.48 -0.20 0.019
H 1.30 2.79 -0.46 0.063
H -0.93 -2.53 -1.11 0.079
H -0.11 -0.92 -1.15 0.034
H -0.36 0.62 0.83 0.118
H -2.33 -1.72 0.75 0.113
H -0.02 -0.57 2.11 0.142
```

Kohn-Sham gap in eV: 4.691
Net charge: 0
E_LUMO in eV: -3.7

This record from the OMol25 dataset describes a cluster of 2 separate species, C5H8O2 in total. The level of theory is the ωB97M-V functional and the def2-TZVPD basis.

XYZ file:
```
15
Properties=species:S:1:pos:R:3:lowdin_charge:R:1
C -1.35 1.61 0.78 -0.106
C -0.63 0.94 -0.37 -0.141
C -1.48 -0.06 -1.30 -0.471
O -2.64 -0.29 -1.06 0.083
O -1.07 -0.04 -2.59 0.076
H -1.63 0.90 1.55 0.076
H -0.73 2.39 1.22 0.073
H -2.28 2.09 0.49 0.075
H 0.12 0.24 0.00 0.102
H -0.22 1.67 -1.07 0.108
H -1.78 -0.36 -3.17 0.124
C 3.76 -2.07 0.84 -0.019
C 2.91 -2.19 1.70 -0.004
H 4.78 -2.24 0.58 0.014
H 2.25 -2.59 2.42 0.011
```

Kohn-Sham gap in eV: 10.940
Net charge: 0
SMILES: CCC(=O)O.C#C
E_LUMO in eV: 0.7

This record from the OMol25 dataset describes a cluster of 2 separate species, C5H8O2 in total. The level of theory is the ωB97M-V functional and the def2-TZVPD basis.

XYZ file:
```
15
Properties=species:S:1:pos:R:3:lowdin_charge:R:1
C -1.16 1.37 0.19 0.073
C -0.22 0.53 0.58 -0.238
C 0.07 -0.35 1.77 -0.102
O 1.31 -0.79 1.17 -0.120
C 1.06 0.00 -0.03 -0.288
C 0.82 -0.83 -1.28 -0.022
O 0.94 -2.09 -0.97 0.036
H -2.01 1.59 0.83 0.070
H -1.10 1.87 -0.77 0.051
H -1.46 0.78 -3.11 0.028
H -0.63 -1.18 1.93 0.130
H 0.25 0.17 2.72 0.127
H 1.86 0.72 -0.21 0.155
H -0.90 0.38 -2.82 -0.012
H 1.16 -2.18 0.00 0.112
```

Kohn-Sham gap in eV: 9.635
Net charge: 0
E_LUMO in eV: 0.8

This record from the OMol25 dataset describes a structure of composition C5H8O2. The level of theory is the ωB97M-V functional and the def2-TZVPD basis.

XYZ file:
```
15
Properties=species:S:1:pos:R:3:lowdin_charge:R:1
C 1.62 -0.53 0.05 -0.054
C 0.42 0.20 0.63 -0.260
C -0.23 1.34 -0.16 -0.291
O -0.50 0.82 -1.49 -0.059
C -1.64 0.77 -0.03 0.123
C -1.01 -0.49 0.62 -0.350
O -1.18 -1.73 -0.01 -0.015
H 2.51 0.11 0.05 0.081
H 1.43 -0.85 -0.98 0.076
H 1.84 -1.43 0.65 0.085
H 0.63 0.55 1.66 0.142
H 0.07 2.39 -0.14 0.141
H -1.57 1.03 -1.53 0.130
H -1.41 -0.59 1.64 0.153
H -1.00 -1.58 -0.96 0.100
```

Kohn-Sham gap in eV: 9.449
Net charge: 0
E_LUMO in eV: 0.4

Quick rundown of ΔE to the lowest compared entry with this formula, charge and spin, same order as above: 96.9; 43.2; 33.6; 72.7; 60.9; 23.7; 58.3; 123.8; 47.3; 41.2; 86.2; 118.1; 136.6; 43.5; 24.1; 140.1; 189.9; 69.7; 121.9; 121.5 kcal per mole
Quick rundown of calculated total energy, same order as above: -9405.6316; -9407.9576; -9408.3739; -9406.6783; -9407.1904; -9408.8029; -9407.3041; -9404.4639; -9407.7807; -9408.0463; -9406.0944; -9404.7115; -9403.9085; -9407.9453; -9408.7887; -9403.7573; -9401.5954; -9406.8100; -9404.5443; -9404.5641 eV